Entry 1:
{"formula": "C3H3N5", "method": "ωB97M-V with the def2-TZVPD basis set", "elements": ["H", "N", "C", "N", "C", "C", "N", "N", "N", "H", "H"], "positions_angstrom": [[0.05, 2.74, -0.17], [0.30, 2.05, 0.50], [-0.45, 0.99, 0.44], [-0.46, -0.02, 1.38], [-0.10, -1.17, 0.80], [0.72, -1.01, -0.34], [0.45, -0.41, -1.43], [-0.86, -0.01, -1.56], [-1.38, 0.66, -0.69], [0.15, -2.13, 1.38], [1.59, -1.69, -0.31]], "nbo_charge": [0.359, -0.619, 0.455, -0.332, 0.060, 0.000, -0.234, 0.045, -0.168, 0.222, 0.213], "smiles": "[H]/N=c1/nccnnn1", "homo_lumo_gap_ev": 8.6, "e_above_lowest_kcal_mol": 79.31, "mol_weight_g_mol": 109.092, "multiplicity": 1, "total_energy_ha": -389.74230, "homo_energy_ev": -9.9, "charge": 0, "lumo_energy_ha": -0.0452}


Entry 2:
{"formula": "C8H12InO6", "method": "ωB97M-V with the def2-TZVPD basis set", "elements": ["In", "C", "C", "C", "O", "C", "O", "O", "H", "H", "H", "H", "H", "H", "C", "C", "C", "O", "C", "O", "O", "H", "H", "H", "H", "H", "H"], "positions_angstrom": [[2.28, -2.63, 3.18], [-3.67, -0.81, -0.39], [-2.85, -0.58, 0.97], [-3.53, -1.20, 2.19], [-2.65, -2.21, 2.60], [-1.51, -2.18, 1.91], [-0.55, -2.82, 2.15], [-1.66, -1.32, 0.85], [-4.71, -0.52, -0.17], [-3.66, -1.85, -0.68], [-3.28, -0.16, -1.17], [-2.60, 0.50, 1.05], [-4.52, -1.62, 1.95], [-3.63, -0.42, 2.98], [2.74, 1.07, -3.00], [3.29, 1.35, -1.58], [2.66, 2.46, -0.70], [2.23, 1.80, 0.46], [2.56, 0.50, 0.41], [2.49, -0.27, 1.31], [3.11, 0.21, -0.80], [3.04, 0.07, -3.32], [3.21, 1.73, -3.73], [1.65, 1.16, -3.02], [4.37, 1.65, -1.71], [1.80, 2.86, -1.27], [3.40, 3.24, -0.47]], "nbo_charge": [1.012, -0.530, 0.087, -0.126, -0.328, 0.971, -0.508, -0.309, 0.275, 0.270, 0.270, 0.313, 0.316, 0.311, -0.590, 0.073, -0.113, -0.340, 0.975, -0.534, -0.299, 0.284, 0.286, 0.264, 0.361, 0.310, 0.299], "homo_lumo_gap_ev": 2.2, "e_above_lowest_kcal_mol": 7.46, "mol_weight_g_mol": 318.996, "multiplicity": 1, "total_energy_ha": -952.24809, "homo_energy_ev": -20.1, "charge": 3, "lumo_energy_ha": -0.6610}


Entry 3:
{"formula": "C22H36HfO3P2", "method": "ωB97M-V with the def2-TZVPD basis set", "elements": ["P", "P", "C", "C", "H", "H", "H", "H", "C", "H", "H", "H", "C", "H", "H", "H", "C", "H", "H", "H", "C", "H", "H", "H", "Hf", "C", "C", "C", "C", "C", "C", "C", "C", "C", "H", "H", "H", "H", "H", "H", "H", "H", "H", "H", "H", "H", "H", "H", "H", "O", "C", "C", "C", "C", "C", "C", "C", "O", "O", "H", "H", "H", "H", "H"], "positions_angstrom": [[0.42, -2.32, -1.95], [0.44, 1.76, -2.70], [-0.06, -1.11, -3.31], [0.85, 0.13, -3.54], [-1.11, -0.79, -3.25], [0.02, -1.72, -4.23], [1.90, -0.10, -3.30], [0.82, 0.38, -4.62], [-0.79, 2.38, -3.93], [-1.32, 3.28, -3.57], [-1.55, 1.62, -4.13], [-0.29, 2.61, -4.88], [1.91, 2.83, -2.80], [1.87, 3.43, -3.73], [2.81, 2.21, -2.83], [1.98, 3.52, -1.95], [-1.10, -3.31, -2.36], [-1.29, -4.07, -1.59], [-0.97, -3.84, -3.32], [-2.01, -2.70, -2.43], [1.67, -3.16, -2.95], [2.44, -2.43, -3.23], [1.22, -3.59, -3.85], [2.15, -3.96, -2.37], [2.65, -0.76, 1.26], [-0.69, 2.24, -1.04], [-2.05, 1.92, -1.23], [-2.53, 0.59, -1.51], [-3.11, -0.23, -0.31], [-2.18, -1.31, 0.07], [-0.89, -1.13, 0.15], [0.09, -0.05, -0.23], [-0.08, 1.39, 0.20], [2.80, -2.72, 1.97], [-0.49, 3.31, -0.88], [-2.78, 2.71, -1.13], [-1.70, -0.02, -1.92], [-3.31, 0.62, -2.31], [-3.19, 0.39, 0.58], [-4.13, -0.56, -0.57], [-2.71, -2.25, 0.37], [-0.47, -1.87, 0.85], [0.17, -0.02, -1.34], [1.27, -0.43, -0.05], [-0.70, 1.45, 1.12], [0.90, 1.82, 0.51], [3.57, -3.01, 2.72], [2.87, -3.46, 1.15], [1.81, -2.95, 2.52], [2.21, 2.34, 4.99], [1.07, 1.64, 5.23], [0.36, 1.97, 6.39], [-0.89, 1.38, 6.64], [-1.37, 0.36, 5.81], [-0.62, -0.08, 4.71], [0.57, 0.60, 4.36], [1.33, 0.13, 3.28], [0.85, -0.68, 2.37], [2.62, 0.42, 3.05], [2.73, 1.86, 4.33], [0.79, 2.68, 7.10], [-1.49, 1.72, 7.50], [-2.32, -0.13, 6.03], [-0.91, -0.93, 4.09]], "nbo_charge": [0.818, 1.230, -0.730, -0.715, 0.241, 0.256, 0.223, 0.264, -0.947, 0.269, 0.255, 0.252, -0.969, 0.271, 0.248, 0.261, -0.926, 0.245, 0.241, 0.241, -0.963, 0.228, 0.239, 0.245, 2.386, -0.361, -0.321, -0.460, -0.458, -0.109, -0.319, -0.314, -0.481, -1.338, 0.257, 0.230, 0.185, 0.247, 0.234, 0.237, 0.238, 0.242, 0.309, -0.056, 0.251, 0.206, 0.307, 0.286, 0.311, -0.630, 0.497, -0.303, -0.074, -0.245, -0.087, -0.357, 0.796, -0.750, -0.832, 0.502, 0.261, 0.252, 0.248, 0.239], "homo_lumo_gap_ev": [2.8, 2.8], "e_above_lowest_kcal_mol": 98.40, "mol_weight_g_mol": 588.965, "multiplicity": 1, "total_energy_ha": -1815.50738, "homo_energy_ev": [-11.0, -11.0], "charge": 2, "lumo_energy_ha": [-0.2998, -0.3000]}


Entry 4:
{"formula": "C35H50BrIOZn", "method": "ωB97M-V with the def2-TZVPD basis set", "elements": ["Zn", "C", "C", "C", "C", "C", "C", "C", "C", "C", "C", "C", "C", "C", "C", "C", "C", "C", "H", "H", "H", "H", "H", "H", "H", "H", "H", "H", "H", "H", "H", "H", "H", "H", "H", "H", "H", "H", "H", "H", "H", "H", "H", "H", "H", "H", "H", "C", "C", "C", "C", "C", "C", "C", "C", "C", "C", "C", "C", "O", "H", "H", "H", "H", "H", "H", "H", "H", "H", "H", "H", "H", "H", "H", "H", "H", "H", "Br", "C", "C", "C", "C", "C", "C", "I", "H", "H", "H", "H"], "positions_angstrom": [[-0.24, 0.31, 0.52], [2.26, 0.36, 1.05], [1.12, 0.96, 1.79], [1.16, 2.40, 1.38], [2.19, 2.54, 0.49], [2.89, 1.31, 0.30], [4.12, 1.13, -0.57], [5.32, 1.73, 0.18], [3.97, 1.87, -1.90], [4.39, -0.35, -0.84], [0.20, 3.55, 1.70], [0.43, 4.14, 3.10], [-1.26, 3.10, 1.53], [0.43, 4.70, 0.71], [0.92, 0.41, 3.23], [-0.47, 0.65, 3.82], [2.00, 1.02, 4.14], [1.11, -1.11, 3.25], [2.56, -0.66, 1.15], [2.44, 3.45, -0.03], [5.16, 2.79, 0.40], [6.23, 1.64, -0.41], [5.48, 1.22, 1.13], [3.87, 2.95, -1.75], [3.09, 1.53, -2.44], [4.85, 1.70, -2.52], [4.59, -0.90, 0.08], [5.26, -0.46, -1.49], [3.53, -0.82, -1.33], [0.18, 3.46, 3.90], [-0.20, 5.03, 3.22], [1.47, 4.44, 3.22], [-1.52, 2.26, 2.17], [-1.46, 2.81, 0.49], [-1.93, 3.92, 1.77], [1.41, 5.14, 0.82], [-0.31, 5.48, 0.90], [0.31, 4.37, -0.32], [-0.72, 1.70, 3.94], [-0.52, 0.19, 4.81], [-1.25, 0.18, 3.21], [1.90, 2.10, 4.21], [2.99, 0.80, 3.74], [1.93, 0.61, 5.14], [0.44, -1.61, 2.54], [0.87, -1.50, 4.24], [2.13, -1.41, 3.02], [0.43, 0.32, -2.66], [-1.00, 0.62, -3.09], [-1.39, 2.06, -2.77], [-2.01, -0.41, -2.63], [-2.64, -1.19, -3.60], [-3.61, -2.12, -3.27], [-3.97, -2.26, -1.94], [-3.38, -1.51, -0.93], [-3.85, -1.71, 0.50], [-4.51, -0.45, 1.07], [-2.77, -2.26, 1.43], [-2.38, -0.58, -1.29], [-1.82, 0.17, -0.32], [1.13, 0.86, -3.30], [0.67, -0.74, -2.72], [0.66, 0.65, -1.64], [-1.00, 0.53, -4.18], [-1.27, 2.28, -1.70], [-2.42, 2.26, -3.03], [-0.75, 2.75, -3.32], [-2.36, -1.05, -4.63], [-4.09, -2.71, -4.04], [-4.74, -2.98, -1.67], [-4.63, -2.48, 0.43], [-3.82, 0.39, 1.07], [-4.84, -0.63, 2.10], [-5.39, -0.17, 0.48], [-1.90, -1.61, 1.47], [-2.44, -3.25, 1.10], [-3.16, -2.36, 2.44], [1.13, -6.35, -0.08], [-0.04, -5.63, -1.38], [-0.72, -6.52, -2.20], [-1.60, -6.05, -3.16], [-1.80, -4.69, -3.31], [-1.11, -3.80, -2.51], [-0.22, -4.27, -1.54], [0.74, -2.86, -0.35], [-0.57, -7.58, -2.07], [-2.13, -6.76, -3.79], [-2.49, -4.31, -4.05], [-1.28, -2.73, -2.61]], "lowdin_charge": [0.850, -0.098, -0.310, -0.154, 0.003, -0.200, -0.556, -0.042, -0.040, -0.052, -0.529, -0.043, -0.045, -0.066, -0.549, -0.051, -0.025, -0.071, 0.073, 0.104, 0.084, 0.084, 0.087, 0.080, 0.062, 0.087, 0.084, 0.086, 0.070, 0.056, 0.086, 0.092, 0.055, 0.066, 0.094, 0.086, 0.087, 0.086, 0.056, 0.091, 0.075, 0.069, 0.092, 0.089, 0.035, 0.091, 0.081, -0.067, -0.359, -0.045, -0.157, -0.061, -0.126, -0.036, -0.127, -0.360, -0.053, -0.066, -0.281, -0.233, 0.077, 0.053, 0.042, 0.127, 0.051, 0.088, 0.082, 0.117, 0.101, 0.115, 0.126, 0.066, 0.076, 0.082, 0.019, 0.074, 0.082, 0.717, -0.745, -0.137, -0.072, -0.067, -0.140, -0.703, 1.069, 0.098, 0.107, 0.095, 0.061], "homo_lumo_gap_ev": 8.5, "mol_weight_g_mol": 758.982, "multiplicity": 1, "total_energy_ha": -6089.95312, "homo_energy_ev": -8.1, "charge": 0, "lumo_energy_ha": 0.0160}


Entry 5:
{"formula": "C5H8N2", "method": "ωB97M-V with the def2-TZVPD basis set", "elements": ["C", "C", "C", "N", "C", "C", "N", "H", "H", "H", "H", "H", "H", "H", "H"], "positions_angstrom": [[1.26, 1.56, 1.01], [1.01, 0.10, 0.95], [-0.32, -0.41, 0.65], [-0.65, -0.06, -0.75], [-1.69, -0.75, -1.50], [-0.21, -1.06, -1.65], [0.78, -1.73, -1.85], [0.33, 2.13, 0.88], [1.95, 1.88, 0.21], [1.74, 1.86, 1.95], [1.80, -0.58, 1.26], [-0.42, -1.49, 0.84], [-1.06, 0.16, 1.23], [-2.31, -1.51, -1.03], [-2.22, -0.10, -2.21]], "nbo_charge": [-0.683, -0.067, -0.306, -0.384, -0.246, 0.247, -0.251, 0.213, 0.232, 0.222, 0.189, 0.199, 0.208, 0.204, 0.222], "homo_lumo_gap_ev": [7.4, 9.2], "e_above_lowest_kcal_mol": 121.25, "mol_weight_g_mol": 96.133, "multiplicity": 1, "total_energy_ha": -304.64228, "homo_energy_ev": [-8.0, -8.9], "charge": 0, "lumo_energy_ha": [-0.0200, 0.0122]}


Entry 6:
{"formula": "C3H8N2O3S", "method": "ωB97M-V with the def2-TZVPD basis set", "elements": ["C", "N", "C", "N", "C", "S", "O", "O", "O", "H", "H", "H", "H", "H", "H", "H", "H"], "positions_angstrom": [[2.40, -0.96, -0.93], [1.75, 0.15, -0.18], [0.46, 0.28, 0.08], [-0.32, -0.74, -0.48], [-1.75, -1.11, -0.18], [-0.31, 1.64, 1.17], [0.47, 2.89, 1.33], [-0.67, 1.15, 2.52], [-1.70, 2.25, 0.52], [2.16, -0.90, -2.01], [2.06, -1.98, -0.59], [3.48, -0.89, -0.85], [0.13, -1.16, -1.32], [-2.09, -1.96, -0.79], [-1.86, -1.37, 0.89], [-2.39, -0.24, -0.36], [-1.82, 2.97, 1.17]], "nbo_charge": [-0.452, -0.433, 0.221, -0.637, -0.424, 2.179, -0.893, -0.893, -0.854, 0.198, 0.197, 0.228, 0.408, 0.220, 0.216, 0.207, 0.513], "smiles": "C/N=C(\\NC)S(=O)(=O)O", "homo_lumo_gap_ev": 9.7, "e_above_lowest_kcal_mol": 85.29, "mol_weight_g_mol": 152.175, "multiplicity": 1, "total_energy_ha": -852.41534, "homo_energy_ev": -9.4, "charge": 0, "lumo_energy_ha": 0.0084}


Entry 7:
{"formula": "C10H13BO3Si", "method": "ωB97M-V with the def2-TZVPD basis set", "elements": ["C", "C", "Si", "C", "O", "C", "C", "C", "C", "C", "C", "B", "O", "O", "C", "H", "H", "H", "H", "H", "H", "H", "H", "H", "H", "H", "H", "H"], "positions_angstrom": [[3.77, -2.01, 1.57], [3.20, -1.48, 0.50], [2.34, -0.63, -1.03], [0.63, -1.53, -1.21], [0.18, -1.84, 0.15], [-1.07, -1.24, 0.48], [-2.07, -2.14, 1.34], [-3.49, -1.57, 1.80], [-3.94, -0.12, 1.38], [-2.97, 0.79, 0.53], [-1.56, 0.21, 0.13], [2.21, 1.29, -0.84], [2.25, 1.93, 0.49], [2.11, 2.22, -1.96], [1.09, 3.24, -1.68], [4.34, -2.18, 2.55], [3.08, -0.92, -2.28], [-0.12, -0.97, -1.86], [0.87, -2.52, -1.78], [-1.83, -3.21, 1.69], [-4.23, -2.18, 2.45], [-4.97, 0.31, 1.67], [-3.21, 1.87, 0.18], [-0.85, 0.88, -0.50], [1.87, 1.24, 1.10], [0.15, 2.74, -1.26], [0.78, 3.77, -2.66], [1.44, 4.05, -0.93]], "nbo_charge": [-0.214, -0.464, 0.960, -0.467, -0.530, 0.300, -0.254, -0.215, -0.248, -0.211, -0.312, 0.746, -0.891, -0.730, -0.267, 0.268, -0.132, 0.228, 0.224, 0.238, 0.234, 0.231, 0.237, 0.212, 0.495, 0.165, 0.198, 0.200], "smiles": "C#C[Si@@H](COc1ccccc1)B(O)OC", "homo_lumo_gap_ev": 8.7, "mol_weight_g_mol": 220.109, "multiplicity": 1, "total_energy_ha": -928.66849, "homo_energy_ev": -8.6, "charge": 0, "lumo_energy_ha": 0.0065}


Entry 8:
{"formula": "C26H31InN5O2", "method": "ωB97M-V with the def2-TZVPD basis set", "elements": ["In", "O", "C", "C", "C", "C", "C", "C", "C", "N", "N", "C", "O", "C", "C", "C", "C", "C", "C", "H", "H", "H", "H", "H", "H", "H", "H", "H", "H", "C", "C", "C", "C", "C", "C", "N", "H", "H", "H", "H", "H", "H", "H", "H", "C", "C", "N", "C", "C", "N", "C", "C", "H", "H", "H", "H", "H", "H", "H", "H", "H", "H", "H", "H", "H"], "positions_angstrom": [[-0.08, 0.98, -0.02], [0.22, 1.08, -2.09], [-0.72, 1.25, -3.02], [-0.32, 1.78, -4.26], [-1.21, 1.94, -5.29], [-2.55, 1.57, -5.14], [-2.96, 1.05, -3.94], [-2.08, 0.89, -2.85], [-2.63, 0.29, -1.67], [-2.01, 0.12, -0.55], [-2.62, -0.57, 0.45], [-1.83, -0.79, 1.47], [-0.59, -0.39, 1.56], [-2.39, -1.57, 2.60], [-3.76, -1.79, 2.72], [-4.25, -2.53, 3.79], [-3.38, -3.06, 4.73], [-2.01, -2.85, 4.61], [-1.52, -2.10, 3.55], [0.71, 2.08, -4.36], [-0.88, 2.37, -6.23], [-3.25, 1.69, -5.96], [-4.00, 0.77, -3.80], [-3.66, -0.07, -1.72], [-4.43, -1.37, 1.98], [-5.31, -2.69, 3.88], [-3.77, -3.64, 5.56], [-1.33, -3.26, 5.34], [-0.46, -1.91, 3.47], [3.07, 2.20, 1.56], [1.88, 3.09, 1.42], [1.77, 4.40, 1.81], [0.44, 4.82, 1.54], [-0.21, 3.75, 0.99], [-1.62, 3.62, 0.51], [0.66, 2.68, 0.92], [3.92, 2.80, 1.89], [3.35, 1.75, 0.60], [2.91, 1.42, 2.30], [2.55, 4.99, 2.26], [0.03, 5.80, 1.73], [-2.15, 4.56, 0.68], [-2.16, 2.84, 1.06], [-1.67, 3.40, -0.56], [1.81, -3.28, -1.25], [0.80, -2.13, -0.99], [1.50, -0.97, -0.44], [2.52, -0.51, -1.39], [3.57, -1.62, -1.63], [3.17, -2.81, -0.81], [3.14, -2.47, 0.65], [2.12, -1.33, 0.85], [1.87, -3.55, -2.30], [1.57, -4.18, -0.67], [0.03, -2.45, -0.29], [0.31, -1.84, -1.92], [2.99, 0.39, -0.99], [2.02, -0.22, -2.31], [4.57, -1.32, -1.34], [3.58, -1.93, -2.67], [3.85, -3.55, -0.96], [4.14, -2.19, 0.96], [2.85, -3.37, 1.19], [2.60, -0.45, 1.26], [1.33, -1.62, 1.53]], "lowdin_charge": [1.030, -0.181, -0.330, -0.013, -0.063, -0.084, -0.039, -0.148, -0.037, -0.074, 0.082, -0.434, -0.137, -0.152, -0.023, -0.069, -0.076, -0.076, -0.031, 0.117, 0.111, 0.107, 0.116, 0.141, 0.110, 0.108, 0.107, 0.105, 0.103, -0.043, -0.368, -0.055, -0.049, -0.381, -0.043, -0.036, 0.086, 0.051, 0.073, 0.104, 0.104, 0.091, 0.077, 0.072, -0.038, -0.103, -0.192, -0.120, -0.038, -0.085, -0.037, -0.115, 0.141, 0.141, 0.137, 0.139, 0.118, 0.120, 0.142, 0.140, 0.193, 0.142, 0.141, 0.106, 0.116], "homo_lumo_gap_ev": 6.3, "e_above_lowest_kcal_mol": 48.27, "mol_weight_g_mol": 560.385, "multiplicity": 1, "total_energy_ha": -1623.53903, "homo_energy_ev": -9.5, "charge": 1, "lumo_energy_ha": -0.1177}